[1]
Below is a cluster of 12 separate species, C24H48Cl24 in total at a distorted geometry, with properties calculated with the ωB97M-V functional and the def2-TZVPD basis.

As for the total charge: 0. Its energy above the lowest of the compared OMol25 structures with the same formula, charge and spin is 0.227 eV. As for the SMILES: ClCCCl.ClCCCl.ClCCCl.ClCCCl.ClCCCl.ClCCCl.ClCCCl.ClCCCl.ClCCCl.ClCCCl.ClCCCl.ClCCCl. Its electronic energy is -326208.4786 eV.

Element x y z (Å)
Cl1 -0.234 2.140 -3.691
C1 -1.775 1.817 -4.493
C2 -2.561 0.753 -3.745
Cl2 -1.801 -0.855 -3.803
H1 -1.713 1.618 -5.563
H2 -2.384 2.726 -4.476
H3 -3.525 0.629 -4.235
H4 -2.699 0.996 -2.695
Cl3 6.190 -0.324 -0.667
C3 6.136 -1.638 -1.866
C4 5.066 -2.660 -1.577
Cl4 5.414 -3.580 -0.079
H5 7.135 -2.060 -1.950
H6 5.942 -1.154 -2.824
H7 4.980 -3.365 -2.401
H8 4.100 -2.167 -1.494
Cl5 -5.031 -0.505 -1.291
C5 -4.778 -2.113 -0.539
C6 -3.548 -2.164 0.326
Cl6 -3.538 -3.642 1.289
H9 -4.756 -2.849 -1.338
H10 -5.662 -2.288 0.071
H11 -3.523 -1.317 1.012
H12 -2.619 -2.136 -0.240
Cl7 -1.037 -1.063 3.425
C7 -1.544 -2.651 4.104
C8 -0.383 -3.351 4.735
Cl8 -0.827 -4.965 5.309
H13 -1.924 -3.255 3.281
H14 -2.386 -2.395 4.741
H15 0.109 -2.743 5.493
H16 0.385 -3.579 3.998
Cl9 -0.019 -7.538 0.571
C9 -0.408 -5.798 0.818
C10 0.889 -5.006 0.857
Cl10 0.662 -3.286 1.232
H17 -0.965 -5.789 1.748
H18 -0.977 -5.437 -0.033
H19 1.330 -5.087 -0.138
H20 1.658 -5.408 1.515
Cl11 1.538 0.073 -6.590
C11 1.672 -1.089 -5.217
C12 3.136 -1.351 -4.935
Cl12 3.934 0.064 -4.245
H21 1.114 -1.958 -5.555
H22 1.146 -0.622 -4.388
H23 3.612 -1.603 -5.889
H24 3.391 -2.281 -4.421
Cl13 -5.227 2.784 -0.073
C13 -5.065 2.071 1.517
C14 -5.972 2.681 2.569
Cl14 -7.664 2.120 2.216
H25 -4.008 2.103 1.792
H26 -5.235 0.993 1.470
H27 -5.958 3.764 2.573
H28 -5.764 2.247 3.541
Cl15 -0.285 3.032 5.172
C15 -0.950 2.443 3.620
C16 -1.494 3.585 2.788
Cl16 -2.946 4.326 3.536
H29 -1.681 1.692 3.906
H30 -0.113 1.937 3.140
H31 -1.774 3.290 1.781
H32 -0.737 4.363 2.724
Cl17 2.321 0.025 2.735
C17 3.461 -1.043 1.858
C18 4.390 -1.701 2.852
Cl18 3.521 -2.884 3.892
H33 4.003 -0.349 1.217
H34 2.841 -1.690 1.248
H35 4.869 -1.017 3.541
H36 5.129 -2.264 2.281
Cl19 2.436 4.113 -2.286
C19 3.455 3.873 -0.857
C20 2.973 2.683 -0.033
Cl20 1.364 3.056 0.670
H37 3.502 4.736 -0.197
H38 4.461 3.682 -1.229
H39 3.659 2.605 0.810
H40 2.944 1.756 -0.598
Cl21 -1.858 1.072 0.110
C21 -0.361 0.096 0.135
C22 0.449 0.462 -1.091
Cl22 1.942 -0.490 -1.106
H41 -0.584 -0.969 0.054
H42 0.137 0.208 1.094
H43 0.719 1.520 -1.108
H44 -0.104 0.359 -2.023
Cl23 -1.092 6.496 0.251
C23 -0.557 5.289 -0.956
C24 -1.661 4.273 -1.169
Cl24 -2.916 4.983 -2.223
H45 0.310 4.794 -0.524
H46 -0.351 5.848 -1.860
H47 -2.081 3.939 -0.222
H48 -1.369 3.363 -1.687

Atom charges from the Löwdin analysis, given in e for atoms 1 to 6: Cl 0.639; C -0.613; C -0.652; Cl 0.573; H 0.080; H 0.065

[2]
Below is a cluster of 2 separate species, C24H48F5NO6P in total at a distorted geometry, with properties calculated with the ωB97M-V functional and the def2-TZVPD basis.

As for the total charge: -1. Its electronic energy is -62315.2086 eV.

Element x y z (Å)
C1 -1.569 -4.094 4.583
C2 -2.016 -4.077 3.313
C3 -2.847 -3.047 2.636
P1 -1.981 -1.352 2.134
C4 -0.215 -2.045 2.170
C5 0.862 -1.203 1.482
C6 1.440 -0.110 2.378
C7 2.226 0.898 1.568
F1 1.381 1.733 0.924
F2 2.949 0.277 0.594
C8 3.238 1.771 2.392
F3 2.827 3.044 2.463
F4 3.390 1.322 3.643
F5 4.454 1.782 1.821
C9 -1.924 -0.678 3.923
O1 -3.187 -0.211 4.395
C10 -3.834 -1.001 5.353
C11 -5.312 -1.124 5.029
C12 -6.014 0.231 4.956
O2 -1.435 0.225 1.551
C13 -2.065 0.578 0.361
C14 -2.484 -0.740 -0.371
C15 -1.937 -0.824 -1.795
C16 -2.913 -0.293 -2.863
C17 -2.762 1.207 -3.136
O3 -3.978 1.874 -2.825
C18 -3.786 3.257 -2.669
O4 -2.080 -1.818 0.416
H1 -2.172 -3.809 5.438
H2 -0.555 -4.424 4.795
H3 -1.713 -4.914 2.681
H4 -3.716 -2.782 3.249
H5 -3.218 -3.450 1.693
H6 -3.335 -0.829 2.044
H7 0.089 -2.280 3.194
H8 -0.231 -2.996 1.634
H9 1.688 -1.883 1.234
H10 0.505 -0.809 0.532
H11 2.081 -0.554 3.137
H12 0.622 0.459 2.822
H13 -1.280 0.205 3.875
H14 -1.455 -1.370 4.633
H15 -3.744 -0.541 6.354
H16 -3.383 -1.993 5.438
H17 -5.439 -1.615 4.060
H18 -5.795 -1.777 5.764
H19 -5.585 0.809 4.139
H20 -5.922 0.776 5.897
H21 -7.071 0.086 4.722
H22 -1.314 1.139 -0.214
H23 -2.959 1.202 0.502
H24 -3.585 -0.744 -0.407
H25 -1.700 -1.864 -2.029
H26 -1.004 -0.257 -1.883
H27 -2.751 -0.856 -3.784
H28 -3.943 -0.451 -2.540
H29 -1.951 1.617 -2.523
H30 -2.528 1.393 -4.193
H31 -3.122 3.464 -1.821
H32 -3.361 3.712 -3.574
H33 -4.755 3.712 -2.468
C19 5.700 2.711 -6.170
O5 6.185 2.493 -4.864
C20 5.436 3.138 -3.838
C21 4.668 2.145 -2.995
N1 3.573 1.549 -3.747
C22 2.916 0.428 -3.076
C23 3.744 -0.816 -2.783
O6 4.146 -1.538 -3.937
C24 5.326 -1.082 -4.560
H34 6.448 2.324 -6.861
H35 4.754 2.191 -6.357
H36 5.557 3.778 -6.370
H37 4.760 3.886 -4.265
H38 6.153 3.659 -3.197
H39 4.257 2.665 -2.125
H40 5.386 1.398 -2.627
H41 3.922 1.233 -4.642
H42 2.076 0.124 -3.705
H43 2.493 0.791 -2.135
H44 3.106 -1.497 -2.215
H45 4.613 -0.604 -2.148
H46 6.034 -0.670 -3.834
H47 5.127 -0.326 -5.327
H48 5.791 -1.938 -5.051

Atom charges from the Löwdin analysis, given in e for atoms 1 to 6: C -0.066; C -0.256; C -0.246; P 0.669; C -0.228; C -0.222

[3]
Below is a cluster of 10 separate species, C24H48N5O21S4 in total at a distorted geometry, with properties calculated with the ωB97M-V functional and the def2-TZVPD basis.

As for the total charge: -1. Its electronic energy is -119452.2221 eV.

Element x y z (Å)
C1 23.932 -8.342 -4.730
C2 24.419 -7.569 -3.570
C3 23.488 -6.400 -3.215
O1 24.932 -8.322 -2.496
H1 23.147 -9.007 -4.371
H2 24.755 -8.865 -5.217
H3 23.419 -7.744 -5.484
H4 25.312 -7.154 -4.038
H5 23.111 -5.968 -4.142
H6 23.995 -5.729 -2.521
H7 22.694 -6.840 -2.611
O2 21.013 -9.171 0.458
C4 21.788 -9.241 -0.535
N1 22.975 -8.627 -0.447
C5 21.357 -9.815 -1.822
H8 23.341 -8.445 0.477
H9 23.423 -8.534 -1.347
H10 22.050 -9.876 -2.661
H11 20.474 -9.287 -2.182
H12 21.094 -10.845 -1.582
O3 26.728 -5.494 1.453
C6 26.102 -6.339 0.815
N2 25.935 -6.305 -0.472
C7 25.461 -7.446 1.610
H13 25.281 -6.952 -0.888
H14 26.508 -5.580 -0.880
H15 26.342 -7.880 2.083
H16 24.870 -8.098 0.967
H17 24.831 -6.992 2.375
O4 25.777 -12.045 1.078
C8 25.992 -11.039 0.474
N3 25.167 -10.658 -0.472
C9 27.320 -10.385 0.663
H18 25.307 -9.805 -0.994
H19 24.373 -11.258 -0.645
H20 27.232 -9.932 1.651
H21 27.613 -9.792 -0.203
H22 28.110 -11.134 0.716
O5 20.099 -4.032 0.754
C10 20.590 -5.124 0.807
N4 19.827 -6.266 0.642
C11 22.060 -5.381 0.928
H23 18.838 -6.129 0.487
H24 20.342 -7.133 0.691
H25 22.425 -6.008 0.115
H26 22.107 -5.832 1.920
H27 22.579 -4.424 0.974
N5 24.970 -1.352 -3.294
C12 25.364 -2.179 -2.277
C13 26.370 -1.759 -1.443
C14 27.064 -0.600 -1.645
C15 26.745 0.195 -2.777
C16 25.626 -0.187 -3.550
H28 24.974 -3.184 -2.335
H29 26.715 -2.416 -0.658
H30 27.823 -0.272 -0.951
H31 27.356 1.051 -3.021
H32 25.249 0.298 -4.438
C17 23.303 -11.744 -5.241
C18 22.377 -11.815 -6.515
O6 22.147 -13.228 -6.740
S1 23.359 -14.193 -6.175
O7 24.494 -14.153 -7.112
O8 22.940 -15.524 -5.804
O9 23.582 -13.100 -4.921
H33 22.881 -11.118 -4.455
H34 24.275 -11.331 -5.512
H35 22.917 -11.452 -7.390
H36 21.491 -11.185 -6.433
C19 19.984 -7.428 -8.375
C20 21.268 -8.166 -8.112
O10 21.293 -9.334 -8.848
S2 19.783 -9.750 -9.433
O11 19.410 -10.997 -8.765
O12 19.654 -9.665 -10.901
O13 19.115 -8.476 -8.637
H37 20.065 -6.835 -9.286
H38 19.476 -6.836 -7.614
H39 21.456 -8.300 -7.047
H40 22.084 -7.564 -8.512
C21 19.534 -5.102 -3.800
C22 18.879 -5.923 -2.661
O14 18.142 -6.949 -3.299
S3 17.575 -6.364 -4.714
O15 16.531 -5.307 -4.474
O16 17.430 -7.419 -5.748
O17 19.030 -5.596 -5.035
H41 20.602 -5.274 -3.935
H42 19.214 -4.060 -3.812
H43 18.316 -5.211 -2.058
H44 19.646 -6.372 -2.030
C23 27.699 -9.566 -4.661
C24 27.917 -9.334 -3.166
O18 29.294 -9.590 -2.949
S4 29.974 -10.697 -4.067
O19 29.992 -12.026 -3.436
O20 31.137 -10.190 -4.756
O21 28.671 -10.568 -5.101
H45 27.815 -8.671 -5.272
H46 26.715 -10.026 -4.746
H47 27.302 -10.040 -2.608
H48 27.767 -8.297 -2.869

Atom charges from the Löwdin analysis, given in e for atoms 1 to 6: C -0.087; C -0.641; C -0.054; O -0.319; H 0.048; H 0.065

[4]
Below is a cluster of 7 separate species, C24H48NO14S4 in total at a distorted geometry, with properties calculated with the ωB97M-V functional and the def2-TZVPD basis.

As for the total charge: +1. Its energy above the lowest of the compared OMol25 structures with the same formula, charge and spin is 1.488 eV. Its electronic energy is -99144.5862 eV.

Element x y z (Å)
N1 11.706 19.259 38.490
H1 12.523 19.278 38.089
H2 11.561 19.064 39.383
H3 11.129 18.497 38.431
H4 11.083 19.933 38.256
C1 14.664 13.812 38.308
C2 13.167 14.109 38.760
C3 13.185 15.557 39.505
O1 12.346 16.290 38.761
C4 11.910 15.692 37.685
O2 11.135 16.170 36.910
O3 12.441 14.408 37.601
H5 15.419 13.380 39.081
H6 15.269 14.778 38.025
H7 14.779 13.041 37.720
H8 12.714 13.373 39.209
H9 14.137 16.099 39.518
H10 12.804 15.693 40.489
C5 8.151 25.823 35.455
C6 8.045 24.236 35.664
C7 8.657 23.305 34.714
O4 9.133 22.346 35.586
C8 9.035 22.725 36.838
O5 9.329 22.004 37.794
O6 8.511 24.010 36.889
H11 7.557 26.171 34.604
H12 9.212 26.044 35.341
H13 7.873 26.380 36.274
H14 7.046 24.088 35.648
H15 9.455 23.640 34.086
H16 7.935 22.846 34.002
C9 16.885 17.908 34.056
C10 17.058 19.346 34.672
C11 16.844 19.270 36.121
S1 15.571 18.191 36.429
O7 14.364 18.871 36.702
O8 15.943 17.149 37.324
C12 15.687 17.354 34.837
H17 17.536 17.262 34.067
H18 16.548 17.795 33.010
H19 16.315 20.251 34.090
H20 18.091 19.657 34.338
H21 16.549 20.210 36.485
H22 17.707 18.906 36.670
H23 14.639 17.666 34.457
H24 15.668 16.326 34.973
C13 12.315 23.458 34.719
C14 13.682 23.194 35.303
C15 13.820 21.659 35.404
S2 12.545 20.772 34.587
O9 11.654 20.307 35.624
O10 13.102 19.988 33.546
C16 11.892 22.188 33.821
H25 12.179 24.454 33.851
H26 11.654 23.728 35.395
H27 13.714 23.848 36.206
H28 14.390 23.699 34.852
H29 13.720 21.232 36.337
H30 14.629 21.209 34.946
H31 11.049 21.928 33.591
H32 12.469 22.132 32.872
C17 5.107 19.947 36.929
C18 5.565 21.278 37.486
C19 6.423 20.914 38.691
S3 7.145 19.354 38.408
O11 6.554 18.452 39.444
O12 8.606 19.241 38.167
C20 6.282 19.073 36.863
H33 4.556 19.986 36.082
H34 4.337 19.411 37.426
H35 4.892 21.962 37.690
H36 6.204 21.664 36.529
H37 5.597 20.583 39.455
H38 6.715 21.635 39.266
H39 6.035 17.971 36.815
H40 7.006 19.400 36.058
C21 13.207 25.451 38.800
C22 11.708 25.137 38.481
C23 11.285 24.223 39.523
S4 12.592 23.122 39.696
O13 12.428 22.007 38.736
O14 12.798 22.785 41.097
C24 13.960 24.186 39.143
H41 13.223 26.223 39.569
H42 13.685 25.978 37.845
H43 11.597 24.636 37.559
H44 11.106 25.992 38.422
H45 10.320 23.836 39.318
H46 10.920 24.616 40.420
H47 14.300 23.947 38.205
H48 14.708 24.462 39.830

Atom charges from the Löwdin analysis, given in e for atoms 1 to 6: N 0.431; H 0.046; H 0.111; H 0.101; H 0.067; C -0.001

[5]
Below is a cluster of 7 separate species, C24H48O10 in total at a distorted geometry, with properties calculated with the ωB97M-V functional and the def2-TZVPD basis.

As for the total charge: 0. Its energy above the lowest of the compared OMol25 structures with the same formula, charge and spin is 9.581 eV. As for the SMILES: CCOC(C)=O.CCOC(C)=O.CCOC(C)=O.CC(C)=O.CC(C)=O.CC(C)=O.CC(C)=O. Its electronic energy is -46130.1537 eV.

Element x y z (Å)
C1 -32.435 44.729 20.126
C2 -32.210 45.433 21.415
O1 -31.555 44.658 22.418
C3 -31.227 45.136 23.547
C4 -30.673 44.100 24.506
O2 -31.350 46.313 23.884
H1 -32.989 43.603 20.055
H2 -31.655 44.311 19.630
H3 -33.175 45.123 19.365
H4 -31.809 46.357 20.974
H5 -33.103 45.692 21.744
H6 -29.877 43.407 24.190
H7 -31.595 43.717 24.874
H8 -30.398 44.688 25.296
C5 -28.492 42.103 27.776
C6 -29.671 41.225 27.420
O3 -29.793 41.259 25.993
C7 -30.466 40.244 25.433
C8 -30.525 40.339 23.953
O4 -31.119 39.371 26.052
H9 -27.647 41.804 27.290
H10 -28.132 41.819 28.803
H11 -28.527 43.026 27.627
H12 -29.579 40.338 28.053
H13 -30.567 41.751 27.751
H14 -29.841 41.082 23.677
H15 -31.523 40.535 23.728
H16 -30.127 39.282 23.366
C9 -32.967 47.601 27.900
C10 -32.515 46.058 28.076
O5 -31.162 46.204 28.562
C11 -30.461 45.212 29.058
C12 -29.131 45.652 29.408
O6 -30.911 44.051 28.977
H17 -33.311 48.145 28.774
H18 -33.750 47.503 27.107
H19 -32.174 48.068 27.701
H20 -33.119 45.651 28.900
H21 -32.371 45.559 27.127
H22 -29.082 46.529 29.980
H23 -28.367 45.867 28.659
H24 -28.878 44.790 30.072
C13 -28.868 49.480 24.535
C14 -29.113 49.270 25.980
C15 -29.564 47.928 26.464
O7 -29.189 50.388 26.885
H25 -28.202 48.786 24.178
H26 -28.256 50.447 24.468
H27 -29.768 49.228 24.019
H28 -30.565 47.547 26.113
H29 -29.457 48.034 27.531
H30 -28.860 47.154 26.165
C16 -30.662 49.389 30.326
C17 -30.992 50.819 30.539
C18 -30.289 51.695 31.474
O8 -31.945 51.348 29.811
H31 -30.808 49.166 29.301
H32 -31.387 48.720 31.034
H33 -29.612 49.292 30.530
H34 -29.357 52.179 31.111
H35 -30.105 51.276 32.396
H36 -31.055 52.612 31.672
C19 -36.568 43.204 31.077
C20 -35.129 42.690 30.942
C21 -33.988 43.690 31.035
O9 -34.944 41.419 30.685
H37 -37.136 42.419 30.920
H38 -36.908 43.962 30.170
H39 -37.099 43.862 32.015
H40 -34.252 44.775 31.184
H41 -33.523 43.621 29.962
H42 -33.206 43.475 31.656
C22 -34.638 48.153 31.275
C23 -36.025 47.817 30.626
C24 -37.000 48.801 30.176
O10 -36.357 46.516 30.302
H43 -34.352 48.963 30.793
H44 -33.802 47.388 31.164
H45 -34.818 48.541 32.402
H46 -36.587 49.698 30.660
H47 -38.146 48.701 30.471
H48 -37.009 48.829 29.106

Atom charges from the Löwdin analysis, given in e for atoms 1 to 6: C -0.099; C -0.206; O 0.070; C -0.563; C 0.049; O 0.067